Entry 1:
Density functional theory data (ωB97M-V/def2-TZVPD) for a cluster of 2 separate species, C5H11N2O in total.

Lowest unoccupied orbital energy (alpha / beta), hartree: 0.0299 / 0.0280
Orbital gap (alpha / beta), eV: 6.99 / 9.71
Calculated total energy, eV: -10389.19156
Multiplicity: 2
ΔE to the lowest compared entry with this formula, charge and spin, eV: 0.053
Total charge: 0

Last column: natural (NBO) charge in e.
Element x y z (Å)
H -0.400 0.630 -0.524  0.172
N 0.544 0.488 2.164  -0.836
N -0.580 -1.071 -1.726  -0.543
H 1.246 0.047 2.740  0.395
H -0.072 3.469 1.745  0.242
H -0.957 -1.358 -2.611  0.382
H -0.376 0.494 2.566  0.385
C -0.067 2.602 1.081  -0.731
O 2.170 1.965 1.636  -0.598
C 0.034 -3.358 -1.584  -0.506
H 0.500 -4.167 -1.043  0.210
C -0.866 0.212 -1.401  -0.293
H 0.416 -1.830 -0.094  0.206
H -1.064 2.172 1.067  0.216
C 0.998 1.676 1.634  0.679
H -1.285 0.805 -2.195  0.183
H -0.469 -3.586 -2.512  0.191
C -0.015 -2.136 -1.038  -0.001
H 0.244 2.945 0.098  0.248

Entry 2:
Density functional theory data (ωB97M-V/def2-TZVPD) for a structure of composition C27H24AsCl3GePRhS3.

Lowest unoccupied orbital energy (alpha / beta), hartree: -0.1960 / -0.2177
Orbital gap (alpha / beta), eV: 5.54 / 4.95
Calculated total energy, eV: -228109.46396
Multiplicity: 2
ΔE to the lowest compared entry with this formula, charge and spin, eV: 0.000
Total charge: +1

Last column: natural (NBO) charge in e.
Element x y z (Å)
H -0.972 -1.013 4.765  0.266
C -0.212 -2.272 2.005  -0.342
Cl 0.805 -2.466 -1.555  -0.334
H -1.555 4.825 7.645  0.224
S 2.999 3.077 -1.553  0.251
C 0.639 -2.773 7.328  -0.212
H 0.846 2.438 5.043  0.193
H -4.917 1.471 0.878  0.235
C -0.394 -0.266 4.208  -0.742
C -4.802 -1.250 2.896  -0.184
C 1.685 -3.734 1.696  -0.192
C -0.361 3.729 6.239  -0.222
C -2.585 -0.509 2.333  -0.421
C -1.042 3.896 7.436  -0.201
C -1.547 -3.690 7.725  -0.199
C -2.103 -2.433 7.530  -0.232
C 0.827 -4.753 1.308  -0.156
H 1.713 -2.910 7.273  0.220
H -2.133 -3.127 1.519  0.226
C -0.543 -4.530 1.245  -0.213
H -3.172 -2.292 7.629  0.220
C 1.061 -0.302 4.628  -0.726
S 2.297 0.616 0.101  0.179
C -0.173 -3.859 7.624  -0.205
S 0.356 2.529 -0.132  0.172
C 2.035 2.214 -0.625  -0.581
C 0.299 2.537 5.975  -0.184
H -0.858 0.702 4.416  0.269
Rh 0.156 0.460 0.589  0.079
H 2.753 -3.901 1.725  0.235
As 1.350 -0.108 6.594  0.962
Ge -0.442 -0.753 -1.407  1.209
H -5.458 -1.935 3.417  0.233
H -2.482 1.248 1.079  0.197
H -0.332 4.532 5.513  0.219
H -6.410 -0.120 2.040  0.234
H 0.269 -4.832 7.792  0.224
C -3.127 0.530 1.580  -0.109
P -0.799 -0.635 2.471  1.087
C 0.279 1.493 6.898  -0.363
H 1.652 0.464 4.121  0.230
H 1.851 -1.698 2.316  0.226
H -2.181 -4.532 7.970  0.223
C -1.291 -1.349 7.224  -0.183
C -1.067 -3.295 1.585  -0.143
C -3.429 -1.394 3.006  -0.197
H -0.401 0.890 8.849  0.223
C 1.173 -2.494 2.034  -0.229
H -3.019 -2.190 3.617  0.228
C -5.336 -0.225 2.124  -0.165
Cl -0.230 0.462 -3.132  -0.319
C 0.089 -1.510 7.113  -0.368
H 1.515 -1.267 4.401  0.233
H 1.226 -5.722 1.039  0.235
H -1.207 -5.322 0.926  0.235
C -1.051 2.869 8.369  -0.195
C -4.501 0.669 1.471  -0.219
C -0.391 1.678 8.104  -0.228
Cl -2.471 -1.385 -1.264  -0.339
H -1.568 2.998 9.312  0.224
H -1.738 -0.372 7.084  0.214

Entry 3:
Density functional theory data (ωB97M-V/def2-TZVPD) for a structure of composition C16H42BrN21O9S.

Lowest unoccupied orbital energy, hartree: -0.0255
Orbital gap, eV: 8.22
Calculated total energy, eV: -147880.48016
Total charge: 0

Last column: Löwdin charge in e.
Element x y z (Å)
O 6.021 -2.763 -0.216  0.008
H 3.749 6.738 7.718  0.085
N 5.367 -0.037 1.180  0.153
O 4.464 7.623 4.750  0.016
C 0.008 1.834 -1.720  -0.003
O 0.418 8.699 3.408  0.004
H 2.382 8.046 2.037  0.108
H -7.980 4.600 -0.918  0.104
H 1.997 -7.454 -0.191  0.061
H -4.613 1.870 -3.946  0.033
H -6.918 2.093 -3.528  0.073
H 1.598 -8.541 -1.463  0.072
H 0.098 -10.424 3.153  0.096
H -3.459 1.098 -3.109  0.063
H -9.013 -0.491 -5.836  0.100
H 6.851 -5.710 0.622  0.102
N 3.213 -4.822 1.054  0.171
O -8.568 1.908 -5.387  0.020
H -1.919 -9.731 2.140  0.095
C -2.220 3.458 -0.959  -0.556
S 0.323 3.142 1.780  1.050
H -6.740 0.389 -3.276  0.093
C 2.302 -6.655 -2.026  -0.666
H 1.039 -6.089 1.254  0.091
C -2.142 2.917 -2.212  -0.247
H 2.497 -6.240 -4.008  0.099
Br -3.662 4.510 -0.359  0.828
H -8.761 5.878 -4.115  0.099
H 2.492 1.165 0.382  0.030
H -1.886 -9.175 0.503  0.105
H 2.037 8.108 4.935  0.065
N 7.540 -3.379 1.353  0.161
C -3.195 3.116 -3.259  -0.235
H 1.521 -7.057 2.606  0.090
N -8.283 4.993 -1.789  0.159
C -7.427 4.907 -2.846  -0.672
N -7.162 1.146 -3.777  0.155
H -7.256 5.382 -4.803  0.111
N 1.664 7.347 2.083  0.167
H 3.442 -0.042 -0.454  0.090
H 1.563 -10.359 2.236  0.109
C 3.775 7.431 5.737  -0.685
N -7.864 5.447 -4.009  0.168
H -0.998 1.699 -3.565  0.119
O -6.326 4.365 -2.747  -0.023
C -1.146 3.217 -0.058  -0.400
N 2.222 -6.953 -3.360  0.148
N -8.357 -0.331 -5.096  0.144
N 3.325 0.594 0.312  0.145
C -8.061 0.972 -4.792  -0.682
N -3.609 1.801 -3.825  0.019
O 0.551 -9.471 0.157  0.008
H 5.705 -5.192 -0.566  0.104
H 1.798 6.478 1.602  0.091
O 4.090 1.520 2.234  0.000
N 0.572 -10.210 2.297  0.158
H -1.218 6.829 3.396  0.104
H 8.030 -4.090 1.862  0.096
C 2.986 -5.767 1.994  -0.682
H 0.824 1.204 -2.036  0.115
N 0.857 2.277 0.553  -0.231
H 7.726 -2.417 1.561  0.098
N -1.054 3.703 1.187  -0.242
H 1.908 -7.838 -3.709  0.091
N 1.735 -6.352 1.927  0.139
H -4.059 3.598 -2.825  0.033
N 4.293 6.906 6.895  0.139
N 1.926 -7.640 -1.175  0.159
H 5.269 6.681 6.898  0.097
H -2.775 3.739 -4.050  0.124
N 6.388 -4.966 0.137  0.162
C -0.048 2.403 -0.430  -0.340
H -9.186 5.422 -1.844  0.095
N -1.402 -9.533 1.305  0.156
C 0.554 7.635 2.820  -0.689
N -0.390 6.649 2.861  0.163
C -1.012 2.110 -2.566  -0.026
H 2.546 -4.572 0.348  0.078
O 3.801 -6.101 2.840  0.007
C 6.614 -3.647 0.386  -0.679
C -0.056 -9.724 1.187  -0.666
H -0.299 5.769 2.387  0.025
C 4.253 0.742 1.303  -0.689
H 6.063 0.051 1.895  0.094
H 1.860 7.571 6.571  0.092
H 4.105 -4.365 1.061  0.077
H 5.516 -0.686 0.425  0.057
N 2.442 7.721 5.771  0.163
H -7.954 -1.116 -4.622  0.088
O 2.697 -5.561 -1.633  -0.007

Entry 4:
Density functional theory data (ωB97M-V/def2-TZVPD) for a structure of composition C33H25N18O2S3SeZr.

Lowest unoccupied orbital energy, hartree: -0.1289
Orbital gap, eV: 6.54
Calculated total energy, eV: -164673.42459
ΔE to the lowest compared entry with this formula, charge and spin, eV: 2.339
Total charge: +1

Last column: Löwdin charge in e.
Element x y z (Å)
N -2.661 -0.108 6.223  -0.221
N 1.358 -1.365 0.263  -0.253
C -1.028 -3.351 1.116  -0.105
N -1.980 -2.196 -1.578  -0.077
H 2.509 -3.515 -1.565  0.036
N -1.894 1.486 -0.502  0.016
C 1.370 2.625 -1.506  -0.298
C -1.984 0.361 3.937  -0.092
C 2.251 -3.306 -3.429  -0.252
H -1.298 7.170 0.046  0.099
C -2.222 1.789 4.010  0.008
C 1.060 -1.624 -1.994  -0.423
C 3.095 2.031 -3.034  -0.024
C 1.384 -2.204 -3.292  -0.086
N -2.203 -2.661 6.002  -0.218
N -1.010 0.612 1.735  -0.087
C 1.135 -2.106 -5.696  -0.072
Zr -0.591 -0.366 -0.156  1.876
C -1.479 -0.160 2.782  -0.207
H -1.635 -4.552 4.219  0.129
H 3.232 -4.625 -4.785  0.124
H 4.189 -3.814 3.211  0.090
C -1.928 2.576 2.977  -0.009
H 0.694 -1.657 -6.575  0.107
C -1.161 6.249 0.609  -0.025
C -1.414 -1.603 2.589  -0.170
H 3.157 -1.842 4.635  0.090
C 0.321 4.367 -0.084  -0.779
C -1.481 -3.853 3.407  0.039
N 1.669 1.639 -0.664  0.120
H -0.824 -3.644 0.096  0.103
C 0.830 -1.626 -4.445  -0.027
S 1.408 4.419 1.179  0.642
N -0.741 5.191 -0.292  -0.122
N 0.304 3.496 -1.160  -0.021
C 3.248 -3.295 3.033  -0.483
H -0.882 3.321 -2.961  0.131
C -2.809 -0.380 -2.323  -0.441
C -2.250 -0.520 5.053  -0.342
H 3.623 2.167 -3.968  0.121
C 3.283 -1.874 3.554  -0.477
N 1.521 -2.166 -0.889  0.024
H -0.381 6.385 1.352  0.052
C -0.707 3.864 -2.049  -0.065
N -2.440 -0.980 -1.175  -0.114
C -1.602 -2.490 3.653  -0.083
N -2.666 -1.174 -3.357  0.095
H 2.253 -3.576 -6.797  0.112
O 0.326 -0.530 -1.984  -0.241
Se -2.755 -1.543 7.285  1.145
H 3.042 0.175 -0.236  0.098
N -2.061 2.330 0.513  -0.087
H 0.143 -0.800 -4.327  0.105
C 2.026 2.844 -2.709  0.022
H -2.096 5.974 1.097  0.090
C 3.497 1.073 -2.119  -0.028
H -1.084 -5.336 1.893  0.120
C -1.227 2.037 1.778  -0.243
C -1.180 -4.286 2.128  -0.009
H 4.357 0.443 -2.293  0.119
S 2.978 -3.242 1.237  1.020
H -2.671 2.187 4.909  0.121
N -2.135 -2.303 -2.849  0.000
C 2.560 -3.781 -4.703  -0.001
S 1.890 -0.978 2.810  1.001
N -3.101 3.073 0.363  0.114
N -3.692 2.726 -0.767  0.123
C 1.987 -1.826 1.296  -0.919
C -2.960 1.721 -1.264  -0.395
H -2.235 5.429 -1.823  0.133
H -4.010 1.207 -2.946  0.163
N -1.139 -2.038 1.343  -0.011
H -0.289 2.570 1.613  0.061
C -2.002 -1.938 4.937  -0.345
N -3.242 0.944 -2.348  0.177
C -1.364 4.892 -1.490  -0.056
H 1.721 3.657 -3.354  0.125
C 2.008 -3.188 -5.816  -0.056
O 2.813 -3.943 -2.388  0.067
H 4.210 -1.368 3.287  0.087
H 2.435 -3.861 3.487  0.081
C 2.758 0.921 -0.961  -0.133
H -2.125 3.639 2.996  0.114

Entry 5:
Density functional theory data (ωB97M-V/def2-TZVPD) for an isolated molecule of C3H4IN.

Lowest unoccupied orbital energy, hartree: 0.0085
Orbital gap, eV: 9.48
Calculated total energy, eV: -12764.49705
ΔE to the lowest compared entry with this formula, charge and spin, eV: 1.024
Total charge: 0
Structure (SMILES): C=C/N=C/I

Last column: natural (NBO) charge in e.
Element x y z (Å)
C 1.465 0.448 0.994  -0.375
N -0.729 -0.074 0.180  -0.451
H -1.310 -0.557 -1.918  0.194
H 2.335 1.003 0.846  0.198
H 0.778 1.145 -0.854  0.182
H 1.517 -0.341 1.808  0.211
I -3.181 -1.567 -0.292  0.144
C -1.463 -0.520 -0.798  -0.045
C 0.588 0.463 0.034  -0.057

Entry 6:
Density functional theory data (ωB97M-V/def2-TZVPD) for a cluster of 22 separate species, C40H15Cl84NO5 in total.

Lowest unoccupied orbital energy, hartree: -0.0421
Orbital gap, eV: 8.14
Calculated total energy, eV: -1105325.56345
Total charge: 0

Last column: Löwdin charge in e.
Element x y z (Å)
O 1.884 1.522 -1.025  0.038
C 7.204 1.089 0.294  -0.082
Cl -11.048 -0.524 0.000  0.526
H -3.297 -1.076 0.293  0.125
C 4.570 2.825 -0.072  -0.230
Cl -2.443 -4.145 4.742  0.529
Cl 2.605 -9.423 2.147  0.529
C -0.741 0.873 1.315  -0.033
C -1.936 0.158 1.370  -0.190
Cl -7.764 9.625 1.312  0.522
C -1.821 -5.782 4.989  -2.030
Cl 3.411 8.859 6.429  0.536
Cl -0.425 -2.547 -0.262  0.722
C -2.178 6.759 4.100  -2.040
Cl -8.301 0.355 -0.052  0.516
C -6.231 10.504 1.301  -2.060
C 8.592 4.279 6.631  -2.050
Cl -0.339 -4.843 1.506  0.487
O 3.498 3.764 -0.033  -0.034
C 2.893 4.492 2.078  0.018
C 8.886 -3.034 5.112  -2.055
H -2.060 -0.975 -1.803  0.053
Cl -2.528 -6.843 3.769  0.471
C 2.667 3.611 1.036  -0.218
Cl -7.608 -8.746 7.003  0.530
H 8.121 1.629 0.533  0.075
Cl 0.144 -10.471 1.067  0.511
C -0.029 0.906 0.133  -0.078
Cl -9.406 0.634 -9.668  0.523
Cl -5.882 11.102 2.928  0.515
Cl 3.248 6.176 5.349  0.627
Cl -3.543 -2.946 -9.194  0.523
C 5.532 5.809 -6.545  -2.049
C -0.186 1.617 2.486  -0.263
Cl -8.478 -0.378 -7.133  0.501
Cl -8.827 -3.515 1.675  0.501
O -3.485 2.306 3.249  0.102
Cl 1.836 -4.315 -0.334  0.516
Cl -4.737 -0.871 -7.579  0.465
Cl -2.671 5.163 3.519  0.573
H 7.348 0.011 0.359  0.070
Cl 3.369 -3.267 3.007  0.528
Cl 5.751 7.164 6.381  0.502
Cl 5.299 0.428 -4.931  0.516
Cl -0.696 -5.250 -1.328  0.533
Cl -3.601 2.098 -5.300  0.486
C 3.740 -4.313 -4.360  -2.039
C 4.001 7.202 6.594  -2.004
C -4.093 -10.075 1.141  -2.045
Cl -10.189 -2.002 -8.792  0.515
C -6.155 -7.739 6.927  -2.039
Cl -2.736 2.063 -7.952  0.451
Cl -4.375 -0.577 -4.490  0.513
O -0.614 1.372 3.593  0.123
Cl 5.270 -1.124 3.321  0.541
Cl 4.314 -2.801 -3.650  0.502
C 6.151 1.494 1.350  -0.288
C -9.832 -0.353 -8.265  -2.059
H 4.250 1.791 -0.176  0.053
Cl -4.934 9.420 0.785  0.505
H 3.680 5.227 1.954  0.138
Cl -6.401 -2.537 -9.236  0.518
Cl 7.273 -3.410 4.500  0.497
Cl 6.888 3.855 6.446  0.507
Cl 4.242 0.334 -2.249  0.601
Cl -5.476 1.715 -3.130  0.542
C -4.040 1.064 -3.926  -1.964
Cl 8.763 -2.440 6.772  0.523
Cl -2.690 1.015 -2.775  0.686
C 1.177 3.513 3.362  -0.250
Cl 5.739 6.848 -5.129  0.522
C 4.361 1.304 -3.715  -1.984
H -0.379 3.909 4.427  0.068
Cl -0.596 7.168 3.421  0.536
Cl 5.144 2.826 -3.320  0.567
Cl 3.193 -1.503 5.281  0.548
Cl -4.243 -9.542 2.819  0.495
C -4.954 -2.499 -8.227  -2.035
Cl -9.802 0.173 -2.511  0.519
Cl -0.568 2.356 -9.838  0.521
Cl 9.623 -1.789 4.094  0.513
C 2.165 4.465 3.233  -0.034
H 6.827 1.390 -0.685  0.050
C -3.244 1.209 2.813  -0.232
H 5.148 3.062 -0.977  0.040
Cl 0.241 -7.771 2.078  0.448
Cl -9.008 -2.228 -1.116  0.487
Cl -0.053 -5.777 4.845  0.504
Cl -3.367 7.964 3.598  0.513
Cl 9.889 -4.490 5.080  0.523
C -1.682 -0.469 -0.942  -0.377
Cl -5.704 -10.312 0.453  0.529
N -2.712 0.115 2.582  0.199
H 6.397 3.610 0.896  0.117
Cl 1.447 -2.629 -8.620  0.510
Cl 3.939 6.093 -7.256  0.523
C -2.379 -0.504 0.257  -0.071
Cl 9.031 4.225 8.341  0.528
Cl 6.785 6.182 -7.736  0.521
Cl -2.717 0.514 -10.390  0.515
Cl -2.070 6.732 5.865  0.537
Cl -5.949 -6.884 8.458  0.536
Cl -6.341 11.867 0.182  0.523
Cl -2.265 -6.341 6.604  0.520
Cl 2.283 -0.466 -10.337  0.519
C 0.095 -4.248 -0.100  -1.966
Cl 2.537 -0.541 2.635  0.583
C 2.713 -1.432 -8.920  -2.055
Cl 2.745 1.644 -4.350  0.548
H 0.056 0.320 -1.916  0.123
C -9.540 -0.556 -0.921  -2.050
Cl -3.202 -11.599 1.083  0.515
H 5.142 3.213 2.054  0.099
H 6.553 1.524 2.368  0.092
C 1.270 1.700 0.005  -0.229
C -2.305 2.072 -9.672  -2.029
Cl 0.385 -9.998 3.905  0.526
Cl 9.581 3.123 5.731  0.520
Cl -11.255 0.333 -7.470  0.523
C -7.226 -3.465 2.422  -2.030
C 0.842 -9.416 2.298  -2.032
H 2.412 5.175 4.027  -0.064
Cl -3.196 3.357 -10.496  0.531
Cl -6.944 -4.974 3.295  0.485
Cl -4.749 -8.757 6.611  0.500
C 5.579 2.912 1.098  -0.158
O 0.494 3.516 4.544  0.046
C 0.908 2.640 2.328  -0.018
Cl -6.327 -6.593 5.592  0.467
Cl 3.584 6.582 8.193  0.540
Cl 5.664 4.118 -6.053  0.490
Cl 8.885 5.912 6.001  0.502
Cl 4.248 -2.259 -9.214  0.520
Cl 2.869 -0.379 -7.513  0.501
Cl -7.133 -2.099 3.539  0.534
Cl -3.227 -8.844 0.212  0.513
Cl -5.137 -3.643 -6.889  0.526
Cl -5.998 -3.288 1.166  0.516
H 5.320 0.787 1.391  0.047
Cl 3.420 -4.077 -6.084  0.504
C 3.599 -1.616 3.566  -2.030
Cl 2.241 -4.799 -3.566  0.501
C 1.638 2.657 1.111  0.018
C -0.498 0.255 -0.989  -0.126
Cl 4.967 -5.569 -4.147  0.532

Which of these has the highest calculated total energy? C5H11N2O

The lowest calculated total energy belongs to which entry? C40H15Cl84NO5